[1]
Formula: C28H52N3O11S
Source: the OMol25 dataset
Level of theory: ωB97M-V with the def2-TZVPD basis set

```
95
C28H52N3O11S | the OMol25 dataset | ωB97M-V with the def2-TZVPD basis set
C -0.651 -3.558 -0.024
N -0.688 -3.859 -1.391
C 0.461 -3.076 -1.999
C 0.628 -1.710 -1.108
C 0.543 -2.469 0.379
C -0.206 -1.384 1.352
C -0.508 -1.978 2.887
S 1.010 -1.567 3.902
C 1.291 -2.774 5.302
N 2.370 -2.276 6.267
N 2.456 -3.276 7.257
C 1.433 -4.350 6.927
O 0.687 -4.067 5.656
H -1.402 -4.037 0.754
H -1.371 -4.501 -1.895
H 0.606 -3.052 -3.160
H 1.400 -3.713 -1.632
H 1.645 -1.126 -1.255
H -0.362 -1.092 -1.349
H 1.607 -2.876 0.649
H 0.531 -0.464 1.514
H -1.181 -0.966 0.843
H -1.455 -1.464 3.375
H -0.739 -3.119 2.764
H 1.334 -5.261 7.661
O 4.077 -0.896 -1.055
C 4.312 0.282 -1.326
O 3.920 0.801 -2.510
C 4.014 2.195 -2.859
C 5.406 2.541 -3.345
C 5.109 1.135 -0.380
H 3.680 2.828 -2.033
H 3.299 2.355 -3.677
H 6.159 2.372 -2.571
H 5.458 3.589 -3.653
H 5.682 1.909 -4.195
H 6.170 0.900 -0.497
H 4.794 0.909 0.642
H 4.957 2.204 -0.514
O 2.990 3.265 2.075
C 2.782 3.312 3.288
O 1.943 2.429 3.870
C 1.748 2.306 5.292
C 0.764 3.340 5.798
C 3.395 4.401 4.122
H 2.705 2.332 5.821
H 1.333 1.304 5.459
H 1.123 4.358 5.629
H 0.584 3.210 6.869
H -0.190 3.250 5.267
H 2.814 5.319 3.991
H 4.420 4.565 3.783
H 3.461 4.162 5.182
O -0.815 -3.243 -4.760
C -0.263 -2.742 -5.741
O 0.889 -2.052 -5.596
C 1.685 -1.557 -6.689
C 1.142 -0.242 -7.206
C -0.905 -2.821 -7.097
H 1.787 -2.315 -7.472
H 2.693 -1.396 -6.286
H 0.127 -0.347 -7.595
H 1.779 0.152 -8.004
H 1.095 0.496 -6.398
H -1.695 -2.067 -7.161
H -1.337 -3.817 -7.220
H -0.209 -2.689 -7.923
O -2.608 1.595 -5.102
C -3.138 0.884 -4.248
O -3.856 1.441 -3.248
C -4.632 0.695 -2.291
C -3.760 0.176 -1.168
C -2.927 -0.603 -4.259
H -5.209 -0.092 -2.784
H -5.366 1.399 -1.878
H -2.993 -0.511 -1.535
H -4.363 -0.348 -0.421
H -3.233 1.002 -0.679
H -1.946 -0.826 -3.831
H -2.963 -0.952 -5.294
H -3.692 -1.162 -3.725
O -4.391 1.732 1.033
C -4.288 1.711 2.261
O -3.900 0.583 2.893
C -3.607 0.499 4.301
C -4.876 0.332 5.111
C -4.671 2.914 3.075
H -3.001 1.349 4.626
H -2.980 -0.392 4.430
H -5.547 1.186 4.993
H -4.643 0.221 6.174
H -5.429 -0.552 4.777
H -5.760 2.947 3.171
H -4.322 3.811 2.557
H -4.219 2.940 4.064
```

Output
largest force on an atom	7.258	eV Å⁻¹
lowest unoccupied orbital energy	-4.23	eV
total energy	-2487.66959	Eh
charge	+1
HOMO	-0.3914	Ha
2S+1	1

And the Mulliken charges, in e, turn out to be: -0.15 0.02 -0.26 0.00 0.07 -0.65 0.24 -0.12 0.42 -0.13 -0.36 -0.05 -0.26 0.31 0.32 0.03 0.28 0.00 0.09 0.39 0.39 0.01 -0.32 0.41 0.35 -0.63 0.94 -0.33 -0.36 -1.01 -1.14 0.32 0.33 0.27 0.38 0.30 0.27 0.26 0.39 -0.60 0.75 -0.30 -0.20 -0.98 -1.00 0.33 0.17 0.29 0.37 0.25 0.26 0.30 0.37 -0.58 0.99 -0.38 -0.47 -0.97 -1.23 0.36 0.35 0.28 0.39 0.29 0.24 0.34 0.38 -0.61 0.55 -0.36 -0.70 -0.38 -0.20 0.38 0.31 0.08 0.33 0.29 -0.08 0.12 0.29 -0.55 0.87 -0.37 -0.02 -1.11 -1.20 0.21 0.10 0.30 0.37 0.33 0.30 0.34 0.36

[2]
Formula: C28H52O11
Source: the OMol25 dataset
Level of theory: ωB97M-V with the def2-TZVPD basis set

```
91
C28H52O11 | the OMol25 dataset | ωB97M-V with the def2-TZVPD basis set
C -10.514 8.759 5.240
C -10.232 7.261 4.566
O -9.916 6.290 5.463
O -10.314 6.993 3.099
C -9.595 5.745 2.755
C -9.389 5.526 1.129
C -7.933 4.789 0.761
C -7.929 4.257 -0.800
C -6.784 3.130 -1.131
C -5.253 3.718 -1.259
C -4.816 4.171 -2.775
C -3.364 4.209 -3.214
C -2.003 3.798 -2.371
C -1.419 2.378 -3.022
C -0.864 2.564 -4.567
C -0.203 1.709 -2.150
C -3.462 4.776 -4.783
O -2.444 5.208 -5.535
O -4.854 4.808 -5.298
C -5.683 4.650 -4.082
O -6.982 4.893 -4.269
H -9.570 9.032 5.900
H -11.439 8.682 5.975
H -10.739 9.556 4.399
H -10.255 4.847 3.157
H -8.550 5.664 3.276
H -10.267 4.834 0.722
H -9.517 6.557 0.563
H -7.108 5.612 0.986
H -7.831 3.917 1.560
H -8.986 3.727 -0.960
H -7.932 5.185 -1.523
H -7.118 2.529 -2.100
H -6.796 2.358 -0.223
H -4.446 2.999 -0.794
H -5.228 4.712 -0.599
H -1.195 4.670 -2.404
H -2.326 3.577 -1.246
H -2.318 1.619 -3.054
H -0.346 3.619 -4.744
H -1.819 2.530 -5.281
H -0.146 1.690 -4.920
H 0.030 2.414 -1.244
H 0.743 1.504 -2.846
H -0.543 0.661 -1.738
C 4.056 -2.697 1.256
O 4.141 -2.901 -0.147
C 2.900 -3.269 -0.747
C 2.676 -2.514 -2.065
O 2.469 -1.102 -1.941
C 3.583 -0.318 -1.501
C 4.765 -0.253 -2.480
O 5.432 -1.511 -2.565
C 5.757 -1.885 -3.894
H 4.176 -3.648 1.776
H 4.875 -2.029 1.547
H 3.117 -2.216 1.545
H 2.051 -3.074 -0.074
H 2.936 -4.343 -0.945
H 1.755 -2.906 -2.514
H 3.464 -2.727 -2.787
H 3.905 -0.625 -0.507
H 3.196 0.701 -1.387
H 5.496 0.474 -2.110
H 4.408 0.081 -3.462
H 4.924 -1.707 -4.580
H 5.966 -2.958 -3.898
H 6.649 -1.349 -4.225
C 8.467 -4.584 4.019
O 8.084 -5.950 3.963
C 6.869 -6.232 4.656
C 5.971 -7.173 3.841
O 5.431 -6.621 2.634
C 6.357 -6.337 1.579
C 7.024 -7.567 0.945
O 7.941 -8.178 1.851
C 7.846 -9.593 1.877
H 9.034 -4.395 4.931
H 9.109 -4.380 3.154
H 7.605 -3.913 3.958
H 6.310 -5.311 4.884
H 7.134 -6.711 5.602
H 5.102 -7.417 4.464
H 6.463 -8.125 3.644
H 7.095 -5.603 1.897
H 5.766 -5.846 0.797
H 7.600 -7.249 0.070
H 6.251 -8.273 0.616
H 6.805 -9.929 1.907
H 8.335 -9.945 2.788
H 8.362 -10.017 1.012
```

Output
largest force on an atom	8.941	eV Å⁻¹
lowest unoccupied orbital energy	-1.33	eV
structure (SMILES)	CC(=O)OCCCCCCC1=C(CC(C)C)C(=O)OC1=O.COCCOCCOC.COCCOCCOC
total energy	-1925.21567	Eh
HOMO	-0.3353	Ha
2S+1	1

And the Mulliken charges, in e, turn out to be: -0.76 0.55 -0.53 -0.30 -0.38 -0.48 -0.42 -0.52 -0.64 -0.25 0.27 -0.14 -0.62 0.43 -1.10 -0.92 0.23 -0.53 -0.24 0.46 -0.54 0.26 0.26 0.26 0.22 0.31 0.29 0.27 0.23 0.25 0.34 0.21 0.33 0.29 0.27 0.22 0.35 0.26 0.29 0.24 0.24 0.35 0.31 0.15 0.22 -0.84 -0.25 -0.55 -0.35 -0.38 -0.21 -0.59 -0.25 -0.86 0.30 0.23 0.39 0.36 0.37 0.42 0.09 0.02 0.42 0.40 0.34 0.40 0.23 0.31 -0.78 -0.29 -0.55 -0.26 -0.45 -0.03 -0.70 -0.27 -0.85 0.30 0.24 0.33 0.33 0.39 0.41 0.08 0.07 0.34 0.38 0.35 0.39 0.23 0.32

[3]
Formula: C28H52P2Ru
Source: the OMol25 dataset
Level of theory: ωB97M-V with the def2-TZVPD basis set

```
83
C28H52P2Ru | the OMol25 dataset | ωB97M-V with the def2-TZVPD basis set
Ru 0.410 -0.548 -0.541
C 0.788 1.804 -0.009
C -0.586 2.125 0.198
C -0.050 0.486 1.736
C 1.166 0.797 0.986
C -1.086 1.331 1.260
C 1.785 2.599 -0.764
H 1.340 3.109 -1.624
H 2.597 1.959 -1.127
H 2.248 3.367 -0.124
C 2.532 0.715 1.551
H 3.284 0.879 0.774
H 2.689 -0.251 2.031
H 2.675 1.495 2.318
C -0.109 -0.349 2.954
H 0.126 0.244 3.854
H 0.619 -1.169 2.908
H -1.106 -0.786 3.101
C -2.416 1.458 1.898
H -2.375 2.104 2.787
H -2.787 0.482 2.234
H -3.152 1.895 1.216
C -1.328 3.224 -0.460
H -1.405 4.100 0.204
H -2.353 2.911 -0.709
H -0.828 3.544 -1.380
C 0.026 -1.564 -6.253
C -0.064 -0.239 -6.471
C -1.115 0.388 -7.343
C -2.562 -0.142 -7.131
C -2.920 -0.562 -5.736
C -2.825 -1.826 -5.302
C -2.147 -2.953 -6.043
C -0.906 -2.554 -6.882
H -0.872 0.236 -8.414
H -2.736 -0.973 -7.833
H -1.101 1.478 -7.174
H -1.243 -2.174 -7.856
H 0.892 -1.982 -5.735
H 0.730 0.440 -6.151
H -0.342 -3.476 -7.095
H -1.852 -3.714 -5.297
H -3.324 -2.124 -4.372
H -2.856 -3.454 -6.733
H -3.244 0.666 -7.444
H -3.396 0.203 -5.117
P 0.615 -0.721 -2.751
P -1.693 -1.500 -0.742
C -0.569 -2.028 -3.279
C -1.509 -2.603 -2.211
H -0.024 -2.848 -3.774
H -1.139 -1.524 -4.068
H -2.513 -2.773 -2.629
H -1.129 -3.577 -1.866
C -2.423 -2.457 0.615
H -2.568 -1.814 1.496
H -1.781 -3.300 0.902
H -3.400 -2.845 0.288
C -2.993 -0.312 -1.161
H -3.742 -0.788 -1.812
H -2.562 0.560 -1.667
H -3.470 0.027 -0.231
C 2.263 -1.131 -3.346
H 2.986 -0.465 -2.849
H 2.331 -1.003 -4.438
H 2.506 -2.167 -3.075
C 0.103 0.868 -3.471
H -0.705 1.326 -2.885
H -0.244 0.766 -4.506
H 0.968 1.548 -3.449
C 3.621 -2.133 0.066
C 2.429 -2.842 0.683
C 2.504 -2.835 2.212
C 1.038 -2.413 0.119
H 3.579 -1.061 0.264
H 3.674 -2.286 -1.017
H 4.546 -2.517 0.514
H 2.523 -3.900 0.397
H 2.651 -1.830 2.613
H 1.605 -3.265 2.667
H 3.365 -3.433 2.544
H 0.291 -2.686 0.885
H 0.832 -3.066 -0.748
```

Output
largest force on an atom	2.462	eV Å⁻¹
lowest unoccupied orbital energy (spin up / spin down)	-1.76 / -4.77	eV
total energy	-1875.26537	Eh
charge	+1
<S²>	8.7777
HOMO (spin up / spin down)	-0.3047 / -0.3906	Ha
2S+1	6

And the Mulliken charges, in e, turn out to be: -0.48 0.69 1.12 1.68 -0.34 0.32 -1.68 0.46 0.33 0.32 -1.83 0.43 0.23 0.30 -1.28 0.31 0.08 0.37 -1.68 0.37 0.38 0.43 -1.85 0.40 0.41 0.37 -0.09 -0.54 -1.06 -0.89 -0.33 -0.40 -0.61 -1.21 0.39 0.28 0.34 0.33 0.63 0.85 0.42 0.27 0.70 0.47 0.43 0.42 1.21 1.19 0.58 -1.22 0.83 -1.51 0.63 0.36 -1.47 0.23 0.43 0.48 -1.33 0.63 0.04 0.39 -1.44 0.36 0.40 0.47 -0.73 0.02 -0.11 0.45 -1.19 0.29 -1.63 -0.86 0.04 0.26 0.45 0.48 0.36 0.37 0.50 0.45 0.38

[4]
Formula: C28H53AgBrGe2Si
Source: the OMol25 dataset
Level of theory: ωB97M-V with the def2-TZVPD basis set

```
86
C28H53AgBrGe2Si | the OMol25 dataset | ωB97M-V with the def2-TZVPD basis set
Ag -0.897 -0.251 0.175
C -3.849 -3.615 2.325
C -2.575 -2.841 1.965
Ge -2.819 -1.855 0.293
C -2.575 -2.983 -1.289
C -3.851 -3.779 -1.587
C -4.543 -0.994 0.256
C -4.656 0.332 0.208
Ge -2.953 1.279 0.173
C -2.414 2.303 1.753
C -3.315 3.491 2.115
C -2.415 2.179 -1.485
C -3.311 3.337 -1.942
C -5.934 1.090 0.185
C -5.934 2.483 0.131
C -7.114 3.212 0.107
C -8.328 2.547 0.139
C -8.350 1.158 0.195
C -7.169 0.439 0.219
H -3.713 -4.146 3.268
H -4.106 -4.358 1.568
H -4.706 -2.948 2.444
H -1.723 -3.511 1.842
H -2.322 -2.133 2.754
H -1.726 -3.644 -1.105
H -2.314 -2.347 -2.135
H -4.117 -4.450 -0.769
H -3.712 -4.392 -2.479
H -4.703 -3.121 -1.770
H -5.434 -1.623 0.280
H -1.400 2.644 1.527
H -2.342 1.609 2.590
H -3.390 4.213 1.301
H -2.900 4.016 2.977
H -4.323 3.169 2.376
H -2.345 1.421 -2.265
H -1.399 2.534 -1.288
H -4.319 2.998 -2.179
H -2.892 3.791 -2.841
H -3.386 4.121 -1.187
H -4.993 3.018 0.106
H -7.081 4.294 0.064
H -9.255 3.105 0.121
H -9.297 0.633 0.221
H -7.215 -0.643 0.263
C 3.518 -3.075 -0.509
C 4.404 -1.946 -1.058
C 4.114 -1.859 -2.564
C 5.884 -2.343 -0.871
Si 4.097 -0.272 -0.196
Br 1.779 -0.194 -0.020
C 4.490 1.269 -1.252
C 3.515 1.461 -2.423
C 4.417 2.553 -0.412
C 5.921 1.137 -1.818
C 4.669 -0.179 1.622
C 4.510 -1.534 2.326
C 3.871 0.837 2.454
C 6.161 0.217 1.658
H 3.791 -4.004 -1.022
H 2.461 -2.891 -0.708
H 3.639 -3.244 0.557
H 4.239 -2.856 -2.999
H 4.797 -1.191 -3.086
H 3.089 -1.540 -2.767
H 6.076 -3.261 -1.436
H 6.131 -2.549 0.170
H 6.576 -1.584 -1.240
H 2.501 1.666 -2.076
H 3.477 0.614 -3.102
H 3.845 2.331 -3.002
H 3.439 2.683 0.056
H 4.581 3.410 -1.074
H 5.182 2.593 0.362
H 6.011 0.317 -2.529
H 6.672 0.996 -1.040
H 6.174 2.058 -2.352
H 3.479 -1.894 2.297
H 4.785 -1.412 3.379
H 5.159 -2.304 1.911
H 2.826 0.541 2.557
H 3.901 1.847 2.055
H 4.302 0.868 3.460
H 6.793 -0.463 1.085
H 6.508 0.186 2.696
H 6.332 1.229 1.292
```

Output
largest force on an atom	0.580	eV Å⁻¹
lowest unoccupied orbital energy	-3.35	eV
total energy	-8262.81930	Eh
charge	+1
HOMO	-0.4086	Ha
2S+1	1

And the Mulliken charges, in e, turn out to be: -0.35 -1.13 -0.49 -0.08 -0.50 -1.14 -0.60 0.61 0.04 -0.38 -1.08 -0.39 -1.09 0.19 0.56 -1.29 -0.50 -0.78 -0.51 0.37 0.26 0.32 0.35 0.37 0.36 0.35 0.26 0.37 0.31 0.60 0.31 0.35 0.25 0.39 0.34 0.35 0.31 0.33 0.38 0.25 0.32 0.40 0.41 0.41 0.32 -1.85 2.35 -2.02 -1.67 -0.63 0.42 2.32 -1.76 -1.98 -1.66 2.29 -1.99 -1.81 -1.67 0.51 0.36 0.33 0.59 0.32 0.32 0.53 0.29 0.29 0.30 0.33 0.51 0.31 0.59 0.32 0.30 0.29 0.53 0.30 0.59 0.32 0.34 0.33 0.51 0.29 0.53 0.30

Question: What is the formula in the fourth record?
Answer: C28H53AgBrGe2Si

Question: Which value of total energy does entry 2 give?
Answer: -1925.21567 Eh

Question: Which of these has the highest 2S+1?
Answer: C28H52P2Ru